1.
Here is C16H21N3O3S in the gas phase at a distorted geometry from the OMol25 dataset. Energies are from ωB97M-V with the def2-TZVPD basis set.

Summary:
* energy above the lowest of the compared OMol25 structures with the same formula, charge and spin: 39.2 kcal per mole
* SMILES: CSCC[C@H](N)C(=O)N[C@@H](Cc1c[nH]c2ccccc12)C(=O)O
* total energy: -1410.48911 hartree
* molecular weight: 335.43 g/mol
* multiplicity: 1

CARTESIAN COORDINATES (ANGSTROEM)
C: -6.018752 0.884109 -1.436427
S: -5.566036 1.863493 0.013003
C: -5.233530 0.524463 1.216293
C: -3.771816 0.188804 1.416052
C: -3.067002 -0.267144 0.143350
N: -3.699687 -1.392639 -0.541536
C: -1.592616 -0.633020 0.500249
O: -1.273777 -1.469356 1.330988
N: -0.646679 -0.005847 -0.224546
C: 0.674335 -0.581566 -0.402838
C: 1.480153 -0.559937 0.940366
C: 2.985233 -0.540321 0.720855
C: 3.941202 -1.483917 0.848755
N: 5.182784 -1.050253 0.506326
C: 5.041227 0.278961 0.159665
C: 6.016289 1.189205 -0.264192
C: 5.633032 2.478153 -0.568443
C: 4.311909 2.870945 -0.468321
C: 3.313733 1.973599 -0.040970
C: 3.721592 0.693295 0.275325
C: 0.522549 -1.972624 -0.958600
O: -0.453809 -2.394639 -1.551069
O: 1.537581 -2.843951 -0.707356
H: -6.170505 1.713805 -2.210726
H: -5.293207 0.170624 -1.783178
H: -7.032529 0.401179 -1.337396
H: -5.728171 0.794420 2.185848
H: -5.683104 -0.413939 0.885969
H: -3.286803 1.112066 1.786948
H: -3.598912 -0.535051 2.172618
H: -2.908277 0.561232 -0.548258
H: -3.180459 -1.510905 -1.414274
H: -3.472253 -2.246769 0.050428
H: -0.891270 0.664699 -0.928809
H: 1.164100 0.098832 -1.100124
H: 1.155466 0.384353 1.429859
H: 1.200117 -1.348210 1.637717
H: 3.855354 -2.530505 1.247507
H: 5.968238 -1.646062 0.525886
H: 7.034079 0.920337 -0.277560
H: 6.273859 3.195302 -1.128432
H: 4.102021 3.883994 -0.773800
H: 2.269807 2.195322 -0.162604
H: 1.184516 -3.614533 -1.164564

Forces on atoms 1 to 2 (eV/Å):
C -1.862 1.615 -1.084
S 0.141 -0.910 0.286

---

2.
Here is C16H21N3O6S in the gas phase at a distorted geometry from the OMol25 dataset. Energies are from ωB97M-V with the def2-TZVPD basis set.

Summary:
* energy above the lowest of the compared OMol25 structures with the same formula, charge and spin: 6.8 kcal per mole
* SMILES: CCOC(=O)C[C@@H]1C(=O)NCCN1S(=O)(=O)c1ccc(NC(C)=O)cc1
* total energy: -1636.24305 hartree
* molecular weight: 383.43 g/mol
* multiplicity: 1

CARTESIAN COORDINATES (ANGSTROEM)
C: 2.619555 4.354278 0.226698
C: 2.201301 3.903340 -1.164884
O: 2.538654 2.524979 -1.349426
C: 1.584026 1.626182 -1.138723
O: 0.425938 1.880495 -0.930346
C: 2.133998 0.217188 -1.207912
C: 1.677368 -0.530715 0.067593
C: 2.558520 -0.032810 1.213287
O: 2.490906 1.113363 1.605923
N: 3.463655 -0.899710 1.706483
C: 3.550770 -2.312130 1.406528
C: 2.977829 -2.571260 0.017628
N: 1.667474 -1.966022 -0.028405
S: 0.604105 -2.645046 -1.155541
O: 0.929224 -2.235309 -2.495377
O: 0.613193 -4.051655 -0.878923
C: -0.937298 -1.915475 -0.650229
C: -1.558643 -0.968550 -1.441997
C: -2.740676 -0.388823 -1.022384
C: -3.295878 -0.760476 0.202483
N: -4.477903 -0.211695 0.689156
C: -5.346827 0.656216 0.073960
C: -6.514170 1.014542 0.968372
O: -5.207763 1.082047 -1.045067
C: -2.652855 -1.719980 0.991985
C: -1.475585 -2.298178 0.564625
H: 2.290566 5.374951 0.399401
H: 2.173113 3.697695 0.969761
H: 3.700280 4.303413 0.330155
H: 1.121993 4.021030 -1.302193
H: 2.738877 4.451029 -1.942689
H: 3.219730 0.255596 -1.294039
H: 1.714682 -0.297755 -2.074922
H: 0.649886 -0.208310 0.276958
H: 4.020112 -0.550989 2.475333
H: 2.981394 -2.888738 2.146181
H: 4.598732 -2.619865 1.450377
H: 3.641468 -2.162077 -0.755583
H: 2.843380 -3.638819 -0.156935
H: -1.108449 -0.694145 -2.381865
H: -3.234091 0.351305 -1.628950
H: -4.732147 -0.518054 1.618648
H: -6.156802 1.495660 1.876433
H: -7.071644 0.120229 1.239104
H: -7.171453 1.697290 0.438356
H: -3.082618 -2.008075 1.940997
H: -0.965935 -3.046187 1.149948

Forces on atoms 1 to 2 (eV/Å):
C -0.060 -0.284 -0.303
C -0.296 0.459 0.157

---

3.
Here is a molecular structure, C16H21N5PdS6 from the OMol25 dataset. Energies are from ωB97M-V with the def2-TZVPD basis set.

Summary:
* ⟨S²⟩: 6.044
* charge: +2
* energy above the lowest of the compared OMol25 structures with the same formula, charge and spin: 15.7 kcal per mole
* total energy: -3412.51825 hartree
* molecular weight: 582.20 g/mol
* multiplicity: 5

CARTESIAN COORDINATES (ANGSTROEM)
Pd: 0.587474 -0.514912 -0.785192
N: 2.775882 -0.907495 -1.184399
C: 3.732055 -0.721058 -0.057143
C: 3.771616 0.713005 0.440225
C: 2.457384 1.230796 1.051109
C: 1.728706 2.240944 0.185786
N: 1.397441 1.673178 -1.147086
H: 2.821159 -1.869293 -1.508941
H: 3.072915 -0.336426 -1.972018
H: 4.727621 -1.027902 -0.378552
H: 3.430191 -1.391530 0.747992
H: 4.106290 1.367643 -0.374289
H: 4.566950 0.763641 1.183358
H: 2.646457 1.692367 2.021215
H: 1.791481 0.383374 1.266576
H: 2.340214 3.138267 0.070540
H: 0.796168 2.546592 0.661564
H: 2.230539 1.681993 -1.727172
H: 0.731569 2.274929 -1.620386
C: -0.792596 -0.115660 4.088734
N: -1.350814 0.677819 2.983971
C: -1.944950 1.922029 3.109957
C: -2.343400 2.299486 1.882371
N: -1.988833 1.271157 1.014366
C: -1.378477 0.281668 1.704348
S: -0.797738 -1.237414 1.144834
C: -2.306472 1.256947 -0.376411
C: -3.522618 1.774179 -0.780948
C: -3.775093 1.860950 -2.138082
C: -2.806395 1.424218 -3.027771
C: -1.641193 0.889531 -2.518756
N: -1.378710 0.795564 -1.205006
H: -0.952520 0.433884 5.010588
H: 0.271234 -0.267059 3.926150
H: -1.294963 -1.076752 4.146393
H: -2.026054 2.425294 4.057816
H: -2.815742 3.204204 1.542780
H: -4.254935 2.088962 -0.050820
H: -4.715054 2.263848 -2.492009
H: -2.952813 1.482495 -4.096981
H: -0.868816 0.533432 -3.187341
S: -1.781389 -7.602785 -1.834817
C: -1.132259 -6.153541 -1.668309
S: -0.020392 -5.739495 -0.379069
C: 0.171198 -4.090865 -0.784420
C: -0.558273 -3.623360 -1.881006
S: -0.456147 -2.036144 -2.472491
S: -1.545718 -4.777952 -2.669367
S: 1.247828 -3.102733 0.078120

Forces on atoms 1 to 2 (eV/Å):
Pd -0.066 0.069 -0.129
N 0.170 -0.073 0.081

---

4.
Here is C16H21NO2S in the gas phase at a distorted geometry from the OMol25 dataset. Energies are from ωB97M-V with the def2-TZVPD basis set.

Summary:
* energy above the lowest of the compared OMol25 structures with the same formula, charge and spin: 21.2 kcal per mole
* SMILES: OC1CN(CCCOCCc2ccc3sccc3c2)C1
* total energy: -1225.63582 hartree
* molecular weight: 291.42 g/mol
* multiplicity: 1

CARTESIAN COORDINATES (ANGSTROEM)
O: 1.319423 3.222133 3.503623
C: 0.958283 3.375898 2.116209
C: 2.061095 3.845402 1.152696
N: 2.186143 2.518319 0.586594
C: 2.225466 2.406487 -0.867916
C: 2.602548 1.012791 -1.407813
C: 1.465361 0.013858 -1.306670
O: 0.445843 0.396054 -2.231467
C: -0.406968 -0.639176 -2.766908
C: -1.801741 -0.522365 -2.138432
C: -1.917452 -1.297328 -0.862535
C: -1.664716 -0.624798 0.345522
C: -1.631550 -1.279143 1.581063
C: -1.837469 -2.655440 1.590344
S: -1.848788 -3.768157 2.963897
C: -2.325416 -5.079326 1.904095
C: -2.479071 -4.725338 0.573043
C: -2.177156 -3.307406 0.390474
C: -2.204413 -2.638062 -0.839708
C: 0.994647 2.048861 1.292158
H: 2.135116 2.702431 3.531239
H: 0.065761 3.999138 1.949598
H: 1.796958 4.662298 0.449994
H: 2.963686 4.155755 1.669302
H: 1.331433 2.799943 -1.368253
H: 3.049958 3.073927 -1.241473
H: 2.926658 1.084056 -2.452664
H: 3.446528 0.616886 -0.825967
H: 1.849635 -0.992186 -1.574210
H: 1.125960 -0.072109 -0.282202
H: -0.529782 -0.511124 -3.837122
H: 0.021327 -1.657739 -2.589791
H: -2.076316 0.511800 -1.918634
H: -2.560236 -0.879280 -2.816558
H: -1.512092 0.451651 0.314310
H: -1.406663 -0.770290 2.516893
H: -2.547649 -6.050565 2.300114
H: -2.766045 -5.378387 -0.223762
H: -2.492393 -3.153790 -1.750361
H: 0.083928 1.952340 0.689268
H: 1.130158 1.151983 1.882009

Forces on atoms 1 to 2 (eV/Å):
O -0.483 0.499 -1.034
C 0.405 -0.461 -0.189

---

- Look up the energy above the lowest of the compared OMol25 structures with the same formula, charge and spin of the fourth one.
  21.2 kcal per mole